# C18H42N6O24

10 unconnected molecules or ions with the total composition C18H42N6O24 at a distorted geometry (ωB97M-V with the def2-TZVPD basis set, the OMol25 dataset).

Output
SMILES = C[N+](=O)[O-].C[N+](=O)[O-].C[N+](=O)[O-].C[N+](=O)[O-].C[N+](=O)[O-].C[N+](=O)[O-].COC(=O)OC.COC(=O)OC.COC(=O)OC.COC(=O)OC
Net charge = 0
Spin multiplicity = 1
ΔE to the lowest compared entry with this formula, charge and spin = 1.0401 eV
HOMO energy = -10.34 eV
E_tot = -2844.754236 Ha
Maximum force = 0.0556 Eh/bohr
LUMO level = -0.15 eV

CARTESIAN COORDINATES (ANGSTROEM)
C 0.46 2.34 1.36
N 0.93 3.75 1.27
O 1.85 3.98 0.51
O 0.41 4.60 1.97
H 0.09 2.28 2.38
H 1.30 1.68 1.19
H -0.33 2.29 0.62
C 3.53 -5.14 2.51
N 2.08 -5.15 2.85
O 1.35 -5.84 2.18
O 1.72 -4.38 3.71
H 3.71 -5.27 1.45
H 3.88 -6.03 3.05
H 4.07 -4.36 3.03
C 4.13 0.30 4.40
N 3.08 0.75 3.43
O 2.67 -0.04 2.59
O 2.54 1.81 3.69
H 5.07 0.74 4.06
H 4.25 -0.77 4.27
H 3.87 0.61 5.40
C -0.61 0.48 -3.41
N -1.02 1.38 -2.29
O -0.55 2.51 -2.35
O -1.82 1.06 -1.45
H -0.81 0.96 -4.36
H -1.20 -0.41 -3.19
H 0.46 0.32 -3.35
C -4.98 -3.16 2.69
N -4.02 -3.92 1.82
O -4.49 -4.88 1.25
O -2.90 -3.50 1.67
H -5.33 -3.73 3.54
H -5.80 -2.74 2.12
H -4.35 -2.34 3.03
C 1.83 -1.72 -5.17
N 3.16 -1.11 -5.39
O 3.79 -1.46 -6.36
O 3.54 -0.31 -4.56
H 1.07 -1.25 -5.79
H 1.57 -1.63 -4.12
H 1.84 -2.77 -5.45
C -8.08 -3.21 -0.85
O -6.97 -2.45 -0.48
C -5.80 -2.58 -1.07
O -5.58 -3.29 -2.01
O -4.92 -1.80 -0.47
C -3.68 -1.52 -1.09
H -8.61 -3.65 0.00
H -7.78 -4.04 -1.49
H -8.80 -2.66 -1.46
H -3.04 -2.38 -0.86
H -3.23 -0.76 -0.46
H -3.56 -1.29 -2.15
C 2.74 3.52 -2.33
O 4.10 3.83 -2.30
C 4.56 4.72 -3.20
O 3.88 5.33 -3.97
O 5.87 4.77 -3.04
C 6.60 5.59 -3.94
H 2.52 2.77 -1.58
H 2.34 3.15 -3.29
H 2.10 4.39 -2.15
H 6.18 5.63 -4.95
H 7.58 5.15 -4.01
H 6.54 6.65 -3.67
C -2.64 0.40 2.13
O -2.14 1.39 3.01
C -2.70 2.60 3.02
O -3.52 2.93 2.20
O -2.21 3.28 4.03
C -2.57 4.65 4.02
H -3.65 0.12 2.42
H -1.97 -0.45 2.12
H -2.80 0.82 1.14
H -1.86 5.27 4.56
H -3.58 4.79 4.39
H -2.55 5.12 3.03
C -0.01 -2.33 1.52
O 1.08 -2.52 0.64
C 1.39 -1.43 -0.06
O 0.73 -0.43 -0.16
O 2.52 -1.65 -0.70
C 3.05 -0.58 -1.47
H 0.15 -1.50 2.20
H -0.32 -3.21 2.07
H -0.94 -2.16 0.97
H 3.24 0.28 -0.81
H 2.36 -0.23 -2.23
H 3.96 -0.93 -1.95